# 1
Formula: C14H32BeN4O9
Source: the OMol25 dataset
Level of theory: ωB97M-V/def2-TZVPD

Positions of all 60 atoms, in Å:
Be 0.819 0.480 -0.788
O 2.409 0.444 -1.165
C 2.861 0.140 -2.444
C 2.023 -0.903 -3.124
O 0.731 -0.607 -3.044
H 3.930 -0.162 -2.407
H 2.892 1.104 -2.996
H 2.259 -1.792 -2.481
H 2.453 -1.262 -4.081
O 3.733 4.876 0.272
C 2.693 4.649 1.132
C 1.592 3.610 0.652
O 1.876 2.279 0.392
H 2.139 5.609 1.248
H 3.020 4.255 2.120
H 1.025 4.099 -0.169
H 0.888 3.618 1.525
C -0.868 -3.164 -2.720
N -1.165 -2.759 -1.309
O -1.545 -3.598 -0.499
O -0.898 -1.611 -1.075
H -0.989 -2.287 -3.349
H -1.672 -3.882 -2.896
H 0.114 -3.618 -2.785
C -1.522 2.960 -1.611
O -1.079 1.857 -1.513
N -2.830 3.297 -1.385
C -3.475 4.429 -2.013
C -3.676 2.263 -0.827
H -1.002 3.859 -1.973
H -4.017 4.943 -1.211
H -4.145 4.157 -2.828
H -2.751 5.194 -2.293
H -4.438 1.922 -1.536
H -3.083 1.456 -0.411
H -4.246 2.680 0.014
C -1.122 -0.644 1.616
O -0.705 0.391 1.150
N -2.323 -0.846 2.190
C -2.712 -2.166 2.668
C -3.410 0.109 2.194
H -0.475 -1.528 1.712
H -3.432 -2.572 1.957
H -3.083 -2.105 3.693
H -1.838 -2.811 2.769
H -4.054 0.244 3.060
H -2.898 1.068 2.065
H -4.003 -0.055 1.288
C 2.827 -1.730 1.078
O 1.798 -1.282 0.656
N 2.948 -2.960 1.660
C 4.215 -3.401 2.164
C 1.880 -3.903 1.877
H 3.797 -1.217 1.107
H 4.568 -4.320 1.682
H 4.127 -3.627 3.236
H 5.038 -2.689 2.104
H 0.965 -3.466 1.477
H 2.025 -4.798 1.261
H 1.810 -4.228 2.916

Results
Total charge = -2
LUMO energy = 4.02 eV
Orbital gap = 2.16 eV

These are the natural (NBO) partial charges, in e, on atoms 1 to 4: number 1, Be, carries 1.6331; number 2, O, carries -1.0694; number 3, C, carries -0.0601; number 4, C, carries -0.0544



# 2
Formula: C2H7S2
Source: the OMol25 dataset
Level of theory: ωB97M-V/def2-TZVPD

Positions of all 11 atoms, in Å:
S 1.694 -0.772 -1.517
H 2.549 -1.604 -0.934
C -0.002 1.356 0.017
S -1.398 0.736 1.085
C -0.880 -1.023 0.950
H -0.278 2.349 -0.225
H 0.965 1.347 0.507
H -0.054 0.656 -0.805
H 0.052 -1.177 0.404
H -1.763 -1.365 0.283
H -0.909 -1.627 1.890

Results
Total charge = -1
LUMO energy = 3.42 eV
Orbital gap = 6.16 eV

These are the natural (NBO) partial charges, in e, on atoms 1 to 4: number 1, S, carries -1.0449; number 2, H, carries 0.0900; number 3, C, carries -0.6864; number 4, S, carries 0.0604



# 3
Formula: C36H95N7O12
Source: the OMol25 dataset
Level of theory: ωB97M-V/def2-TZVPD

Positions of all 150 atoms, in Å:
C -4.176 1.189 3.127
O -4.842 2.072 2.243
C -4.088 2.351 1.082
C -2.678 2.886 1.300
C -2.586 4.205 2.067
N -2.047 3.107 -0.003
H -4.695 1.063 4.076
H -3.210 1.597 3.434
H -4.088 0.221 2.634
H -3.932 1.391 0.569
H -4.668 3.037 0.466
H -2.046 2.165 1.824
H -1.546 4.516 2.151
H -2.982 4.065 3.084
H -3.221 5.008 1.686
H -1.276 3.762 -0.064
H -2.696 3.596 -0.619
C -0.332 1.545 4.699
O 0.625 0.546 5.008
C 0.970 0.501 6.390
C -0.221 0.456 7.345
C 0.246 0.523 8.809
N -0.965 -0.790 7.229
H -1.348 1.177 4.883
H -0.229 1.741 3.632
H -0.165 2.454 5.281
H 1.599 -0.365 6.578
H 1.558 1.373 6.691
H -0.935 1.271 7.177
H -0.654 0.758 9.385
H 0.856 1.403 9.046
H 0.773 -0.338 9.210
H -1.208 -1.011 6.269
H -1.746 -0.852 7.862
C 4.682 0.009 -3.840
O 5.325 0.467 -2.666
C 4.501 0.885 -1.564
C 3.770 2.182 -1.935
C 4.847 3.245 -2.148
N 3.054 2.694 -0.758
H 4.440 0.813 -4.543
H 3.723 -0.436 -3.549
H 5.346 -0.715 -4.307
H 3.872 0.027 -1.296
H 5.242 0.954 -0.768
H 3.105 1.917 -2.763
H 5.353 3.480 -1.216
H 4.394 4.209 -2.409
H 5.459 2.951 -3.002
H 2.748 3.650 -0.863
H 2.258 2.123 -0.476
C -3.057 -1.849 4.208
O -1.694 -2.031 4.508
C -1.114 -3.263 4.121
C 0.394 -3.144 3.908
C 1.074 -3.066 5.293
N 0.672 -1.921 3.143
H -3.404 -1.024 4.830
H -3.531 -2.726 4.676
H -3.386 -1.743 3.174
H -1.377 -4.023 4.863
H -1.571 -3.573 3.172
H 0.831 -3.957 3.330
H 0.723 -3.912 5.888
H 0.871 -2.162 5.855
H 2.153 -3.091 5.121
H 1.669 -1.749 3.090
H 0.300 -1.113 3.639
C -6.751 5.424 -2.985
O -5.341 5.501 -2.798
C -5.024 5.945 -1.469
C -3.559 6.356 -1.451
N -2.682 5.247 -1.862
C -1.569 5.806 -2.614
C -0.732 4.713 -3.294
O 0.039 4.078 -2.285
C 0.375 2.732 -2.538
H -7.343 6.283 -2.670
H -7.138 4.535 -2.476
H -6.836 5.228 -4.053
H -5.165 5.073 -0.820
H -5.702 6.742 -1.165
H -3.283 6.589 -0.419
H -3.408 7.225 -2.094
H -3.151 4.568 -2.455
H -0.900 6.328 -1.927
H -1.863 6.433 -3.466
H 0.016 5.026 -4.029
H -1.472 4.065 -3.787
H 1.005 2.682 -3.433
H -0.497 2.075 -2.596
H 0.967 2.395 -1.686
C 3.431 -2.652 1.004
O 4.379 -3.397 0.302
C 4.157 -3.240 -1.086
C 4.621 -4.448 -1.878
N 3.957 -4.509 -3.167
C 4.454 -5.407 -4.196
C 3.855 -4.987 -5.530
O 4.162 -3.636 -5.778
C 3.745 -3.194 -7.067
H 3.354 -3.030 2.029
H 2.403 -2.845 0.668
H 3.590 -1.572 1.067
H 4.633 -2.311 -1.415
H 3.087 -3.166 -1.309
H 4.171 -5.266 -1.301
H 5.709 -4.569 -1.936
H 3.870 -3.591 -3.592
H 4.188 -6.423 -3.892
H 5.551 -5.300 -4.199
H 2.782 -5.203 -5.534
H 4.316 -5.671 -6.253
H 4.162 -2.191 -7.122
H 2.668 -3.299 -7.195
H 4.272 -3.750 -7.850
C 1.368 -0.543 -2.716
O 1.833 -1.778 -3.213
C 0.914 -2.465 -4.051
C -0.159 -3.224 -3.299
N -1.258 -2.281 -2.997
C -2.454 -2.994 -2.518
C -2.247 -3.642 -1.162
O -3.448 -4.352 -0.784
C -3.376 -4.827 0.547
H 0.873 -0.623 -1.738
H 0.711 0.001 -3.399
H 2.245 0.073 -2.499
H 1.593 -3.116 -4.621
H 0.581 -1.943 -4.957
H 0.266 -3.672 -2.397
H -0.558 -4.018 -3.933
H -0.903 -1.580 -2.363
H -2.957 -3.603 -3.263
H -3.168 -2.200 -2.270
H -1.925 -2.998 -0.337
H -1.560 -4.504 -1.162
H -2.546 -5.507 0.759
H -4.260 -5.450 0.700
H -3.466 -3.956 1.199
O -0.878 -1.409 0.748
C -1.349 -0.092 0.968
C -0.633 0.823 -0.012
O 0.765 0.875 0.046
H -0.669 -1.777 1.637
H -2.405 0.011 0.692
H -1.337 0.239 2.010
H -1.043 1.836 -0.046
H -0.970 0.512 -1.013
H 1.199 0.061 -0.226

Results
LUMO energy = 0.57 eV
SMILES string = COC[C@H](C)N.COC[C@H](C)N.COC[C@H](C)N.COC[C@H](C)N.COCCNCCOC.COCCNCCOC.COCCNCCOC.OCCO
Orbital gap = 8.79 eV

These are the Mulliken partial charges, in e, on atoms 1 to 4: number 1, C, carries -0.4003; number 2, O, carries -0.4821; number 3, C, carries -0.7031; number 4, C, carries 2.9469



# 4
Formula: C26H21ClIMnN6O2S
Source: the OMol25 dataset
Level of theory: ωB97M-V/def2-TZVPD

Positions of all 59 atoms, in Å:
Mn 0.726 0.210 0.274
N 1.175 -2.222 1.095
C 2.072 -2.043 2.162
C 3.367 -2.548 2.083
C 4.278 -2.323 3.104
C 3.895 -1.594 4.220
C 2.604 -1.086 4.290
C 1.674 -1.288 3.274
C 0.303 -0.701 3.355
C -0.377 -0.801 4.575
C -1.624 -0.220 4.744
C -2.187 0.471 3.680
C -1.498 0.562 2.473
C -0.239 -0.018 2.244
H 1.473 -2.907 0.421
H 0.217 -2.353 1.382
H 3.660 -3.110 1.200
H 5.288 -2.710 3.020
H 4.601 -1.403 5.019
H 2.312 -0.484 5.143
H 0.081 -1.344 5.397
H -2.148 -0.310 5.689
H -3.160 0.940 3.787
H -1.980 1.124 1.679
Cl -4.248 5.088 -1.207
C -2.799 4.241 -0.697
C -1.895 4.884 0.105
C -0.720 4.245 0.508
I 0.630 5.233 1.756
C -0.381 2.938 0.115
O 0.694 2.353 0.423
C -1.382 2.260 -0.701
N -1.115 0.961 -1.009
C -1.989 0.299 -1.725
C -3.179 0.868 -2.204
C -3.474 2.164 -1.904
C -2.575 2.910 -1.114
H -2.098 5.899 0.422
H -1.762 -0.739 -1.922
H -3.853 0.267 -2.802
H -4.388 2.626 -2.253
O 4.861 1.576 -0.107
C 3.837 0.954 -0.124
N 2.815 0.335 -0.138
C -0.653 -5.673 -3.380
C -1.154 -4.241 -3.604
C -0.186 -3.214 -3.110
N -0.309 -2.565 -2.011
N 0.708 -1.672 -1.752
C 1.645 -1.698 -2.664
N 2.795 -1.010 -2.588
S 1.285 -2.811 -3.970
H -1.397 -6.399 -3.715
H -0.457 -5.844 -2.321
H 0.273 -5.854 -3.931
H -2.089 -4.082 -3.068
H -1.346 -4.079 -4.667
H 2.903 -0.395 -1.768
H 3.338 -0.847 -3.413

Results
Multiplicity = 6
Total charge = -1
LUMO energy (spin up / spin down) = 1.98 / 1.98 eV
Expectation value of S² = 8.76
Orbital gap (spin up / spin down) = 6.07 / 6.48 eV

These are the natural (NBO) partial charges, in e, on atoms 1 to 4: number 1, Mn, carries 1.5009; number 2, N, carries -0.8479; number 3, C, carries 0.2553; number 4, C, carries -0.2656



# 5
Formula: C2H8S2
Source: the OMol25 dataset
Level of theory: ωB97M-V/def2-TZVPD

Positions of all 12 atoms, in Å:
S -1.609 -1.124 2.316
H -1.330 -0.150 3.120
H -2.916 -0.631 2.322
C 1.552 -0.733 -1.184
S 0.952 0.873 -0.669
C 0.101 1.297 -2.210
H 1.512 -1.463 -0.393
H 2.507 -0.238 -1.285
H 1.105 -1.074 -2.186
H -0.827 0.787 -2.327
H -0.055 2.366 -2.064
H 0.612 1.041 -3.182

Results
Multiplicity = 2
Total charge = -1
LUMO energy (spin up / spin down) = 3.10 / 3.19 eV
Expectation value of S² = 0.75
Orbital gap (spin up / spin down) = 2.08 / 8.33 eV

These are the natural (NBO) partial charges, in e, on atoms 1 to 4: number 1, S, carries -0.8918; number 2, H, carries 0.0718; number 3, H, carries 0.0004; number 4, C, carries -0.7909



# 6
Formula: C33H48F3NO8S3
Source: the OMol25 dataset
Level of theory: ωB97M-V/def2-TZVPD

Positions of all 96 atoms, in Å:
C -0.179 -2.523 2.295
C -0.821 -2.186 0.892
O -0.557 -2.957 -0.050
N -1.748 -1.022 0.798
H -2.299 -0.660 1.758
H -1.103 -0.186 0.945
C -2.534 -0.877 -0.444
H -0.969 -2.027 3.179
H 0.765 -2.089 2.293
H -0.073 -3.600 2.424
H -2.866 0.219 -0.730
H -3.487 -1.561 -0.307
H -1.813 -1.126 -1.272
O -3.134 -0.534 2.898
H -3.509 -0.512 3.828
F 3.145 1.751 1.954
C 3.461 0.705 2.724
C 3.531 -0.521 2.089
C 3.771 -1.712 2.762
C 4.008 -1.665 4.163
C 3.836 -0.455 4.876
C 3.430 0.652 4.137
H 3.392 -0.545 1.010
H 3.548 -2.622 1.959
H 4.138 -2.685 4.676
H 3.823 -0.567 5.874
H 3.169 1.695 4.704
F -4.236 4.558 1.456
C -3.486 4.927 0.398
C -3.181 6.210 -0.054
C -2.439 6.482 -1.158
C -1.954 5.349 -2.090
C -2.261 4.082 -1.622
C -3.065 3.867 -0.459
H -3.542 7.000 0.588
H -2.090 7.452 -1.330
H -1.372 5.506 -2.800
H -1.848 3.323 -2.219
H -3.290 2.752 -0.072
F -3.081 -4.383 -1.415
C -3.334 -3.495 -2.374
C -2.548 -3.484 -3.436
C -2.754 -2.449 -4.452
C -3.835 -1.555 -4.360
C -4.673 -1.690 -3.279
C -4.534 -2.714 -2.271
H -1.701 -4.202 -3.548
H -2.213 -2.315 -5.317
H -4.126 -0.705 -5.208
H -5.712 -1.063 -2.935
H -5.234 -2.439 -1.609
C 3.744 -4.337 -1.707
C 2.591 -3.371 -2.080
C 2.601 -3.009 -3.360
S 2.908 -4.458 -4.246
O 3.569 -4.270 -5.492
O 1.612 -5.165 -4.209
C 3.988 -5.219 -3.015
H 3.464 -4.883 -0.952
H 4.644 -3.652 -1.553
H 2.671 -2.660 -1.176
H 1.727 -4.015 -1.647
H 3.486 -2.321 -3.508
H 1.764 -2.515 -3.693
H 5.184 -5.080 -3.159
H 3.654 -6.233 -2.832
C 2.416 1.953 -0.830
C 2.649 2.499 -2.078
C 1.458 2.407 -2.920
S 0.648 0.935 -2.433
O 0.739 -0.209 -3.359
O -0.605 1.198 -1.818
C 1.688 0.604 -1.012
H 1.741 2.400 -0.408
H 3.336 1.698 -0.195
H 3.376 1.829 -2.446
H 3.039 3.652 -2.069
H 1.874 2.435 -4.099
H 0.892 3.267 -2.681
H 2.353 -0.234 -1.333
H 1.085 0.317 -0.222
C -2.025 2.781 4.516
C -1.159 1.731 5.139
C 0.042 1.673 4.424
S -0.301 2.161 2.803
O -0.238 0.939 2.081
O 0.484 3.313 2.480
C -1.909 2.662 3.059
H -1.711 3.800 4.999
H -3.032 2.755 5.054
H -1.701 0.726 5.223
H -1.352 1.965 6.246
H 0.441 0.614 4.522
H 0.802 2.297 4.899
H -2.741 2.012 2.651
H -2.347 3.631 2.546

Results
LUMO energy = 0.11 eV
Orbital gap = 8.37 eV

These are the Mulliken partial charges, in e, on atoms 1 to 4: number 1, C, carries -0.6336; number 2, C, carries 0.5901; number 3, O, carries -0.4307; number 4, N, carries 0.8814